Molecular formula: C68H140N4O20S8
Method: DFT, ωB97M-V/def2-TZVPD

Calculated values
Calculated total energy = -206371.1344 eV
HOMO energy = -7.53 eV
LUMO level = -0.18 eV
SMILES string = CC1(C)CCCC(C)(C)N1O.CC1(C)CCCC(C)(C)N1O.CC1(C)CCCC(C)(C)N1O.CC1(C)CCCC(C)(C)N1O.O=S1(=O)CCCC1.O=S1(=O)CCCC1.O=S1(=O)CCCC1.O=S1(=O)CCCC1.O=S1(=O)CCCC1.O=S1(=O)CCCC1.O=S1(=O)CCCC1.O=S1(=O)CCCC1
F_max = 0.0472 hartree/bohr
Net charge = 0
Molecular weight = 1590.4 u

The geometry in XYZ format:
```
240
Properties=species:S:1:pos:R:3:forces:R:3
H -0.033 -20.515 3.113 -0.42 0.01 -0.35
H -0.144 -22.070 4.832 -0.11 -0.26 -0.01
C 7.330 -23.955 7.365 -0.01 0.77 -0.27
H 13.251 -23.752 1.050 -0.03 0.06 0.09
H 11.295 -26.020 3.150 -0.11 0.18 -0.03
C 2.453 -22.806 -7.310 0.54 1.31 -0.19
H 4.301 -19.916 -1.463 -0.15 -0.06 -0.01
H 13.567 -16.658 1.933 -0.21 0.40 -0.23
O 9.296 -19.563 -4.139 0.11 0.27 0.00
H 3.774 -15.009 -4.125 -0.05 0.28 0.53
C 7.483 -23.364 1.701 -0.06 0.33 0.59
C 12.893 -19.888 0.719 -0.50 0.37 0.79
H 6.660 -21.361 6.580 0.11 0.02 -0.35
C 5.092 -16.646 -4.334 1.47 0.11 0.27
H 5.844 -29.822 -8.310 -0.24 0.40 -0.10
H 5.945 -19.700 4.848 0.32 0.08 0.07
H 2.397 -28.021 -1.477 -0.33 0.49 -0.39
C 7.529 -19.984 -7.465 -0.76 0.43 -0.03
C 4.484 -20.655 -0.679 -0.49 0.00 0.02
H 3.796 -27.602 -6.541 0.37 -0.32 0.17
C 8.433 -21.833 -0.028 0.57 -0.07 0.72
H 4.624 -13.463 -1.861 -0.21 -0.19 -0.18
H 4.214 -26.597 -0.924 -0.19 0.23 -0.11
H 6.718 -19.970 -2.280 -0.55 0.21 0.16
H 4.502 -25.964 -5.040 0.25 -0.50 -0.04
O 5.013 -23.296 0.118 0.37 -0.14 -0.03
H 5.895 -17.544 -2.620 0.42 -0.03 0.11
H 9.424 -22.299 -0.100 -0.15 -0.20 0.10
H 3.621 -21.322 -0.590 0.01 0.03 -0.16
C 4.658 -15.380 -3.593 -0.15 -0.86 -1.31
H 11.610 -22.193 2.939 -0.02 -0.25 -0.58
H 7.592 -23.810 -1.721 0.07 -0.13 -0.04
C 3.105 -27.834 -2.295 0.00 -0.68 0.98
C 11.992 -25.461 3.777 0.82 -0.45 0.75
C 7.804 -21.437 -7.123 -0.15 0.12 -0.70
H 3.668 -28.769 -2.232 0.27 0.15 -0.70
H 4.384 -17.476 -4.341 -0.44 0.37 -0.14
H 12.390 -16.677 -0.277 0.11 0.11 -0.25
H 7.507 -22.499 2.376 -0.11 0.08 -0.22
H 5.582 -29.814 -6.571 0.15 -0.18 -0.05
N 6.050 -22.306 0.071 0.13 0.17 1.11
C 6.656 -26.024 -5.618 -1.09 0.79 -0.51
C 6.312 -17.189 -3.570 -0.04 -0.18 -0.20
C 8.393 -16.763 -2.306 -0.41 0.25 1.22
C 8.461 -20.020 3.755 0.07 0.46 0.81
H 15.083 -26.420 4.781 0.43 0.41 0.50
H 6.803 -19.539 -0.572 -0.25 -0.16 0.17
H 8.274 -21.646 -2.149 0.26 0.06 0.00
H 11.480 -25.204 4.706 -0.17 0.32 -0.17
S 1.767 -25.881 -3.463 2.19 -0.52 0.17
O 13.460 -19.534 3.302 0.06 0.09 0.16
H 7.060 -13.229 -4.995 0.01 -0.10 0.34
H 6.352 -22.470 4.177 0.73 0.24 0.24
H 7.691 -27.564 -8.458 -0.08 -0.03 0.04
H 6.560 -20.094 2.609 0.32 -0.20 -0.10
H 1.910 -21.086 -4.543 -0.25 -0.09 -0.03
H 7.656 -16.040 -5.587 -0.24 -0.06 0.24
O 8.809 -23.730 5.248 0.03 -0.02 -0.60
H 2.094 -28.527 1.790 -0.44 0.10 0.00
N 6.443 -27.431 -5.990 1.57 0.18 -0.06
C 1.934 -21.876 4.468 0.31 0.55 -0.52
C 12.840 -17.431 1.711 0.30 -1.52 0.71
C 1.522 -26.364 1.360 -0.07 -0.44 0.74
H 10.970 -23.090 4.211 0.04 -0.51 0.05
H 16.306 -24.174 5.639 -0.05 0.15 0.39
H 6.796 -18.028 -4.088 -0.36 -0.18 0.14
H 4.396 -25.003 2.807 -0.01 0.15 -0.42
C 7.596 -24.120 -0.677 -0.03 -0.22 0.37
H 1.886 -20.999 5.112 -0.08 -0.01 0.08
H 5.895 -12.444 -2.483 -0.07 -0.30 0.07
H 6.215 -27.161 -9.369 -0.09 -0.80 0.17
H 7.440 -25.117 -8.887 0.02 -0.33 -0.07
S 2.769 -21.258 2.950 -0.81 -0.72 -0.01
H 0.921 -20.673 -7.432 0.11 0.10 0.12
C 5.956 -22.171 6.382 -0.21 -0.02 0.47
O 14.052 -22.412 2.994 -0.15 -0.81 0.31
C 12.463 -24.207 3.039 -0.71 0.26 -0.55
S 8.963 -18.711 4.961 -0.62 0.25 -0.16
O 7.013 -25.483 5.159 0.06 -0.39 -0.15
C 5.883 -27.834 -7.298 -0.19 0.07 0.30
H 2.884 -24.655 0.850 -0.15 -0.46 -0.30
H 6.320 -21.988 -3.182 0.50 -0.03 0.52
C 15.680 -24.851 2.984 0.47 0.90 -1.17
C 8.255 -16.141 -4.677 0.17 0.65 -0.14
C 3.541 -25.645 2.605 0.17 -0.84 0.94
H 15.837 -24.046 2.249 0.07 0.20 0.48
H 8.476 -21.257 0.906 -0.01 0.51 -0.37
C 14.792 -24.383 4.146 -0.05 -0.80 -1.25
H 3.892 -24.749 -3.091 -0.23 -0.17 -0.50
H 13.495 -26.954 3.324 0.23 0.47 -0.16
H 15.227 -25.605 2.334 -0.10 -0.37 0.57
C 6.691 -27.126 -8.383 0.26 1.13 -0.41
O 5.037 -27.162 0.955 0.15 -0.02 0.03
H 5.342 -24.590 -4.537 0.56 0.05 -0.12
H 13.854 -18.591 -0.645 -0.09 -0.29 -0.26
H 0.335 -23.036 -7.534 -0.12 -0.09 0.16
O 9.603 -17.655 4.217 0.35 -0.06 -0.18
H 0.908 -23.258 -5.850 0.01 -0.29 -0.19
H 4.939 -26.570 -2.475 -0.09 -0.73 -0.28
H 14.145 -25.414 5.909 -0.39 -0.23 -0.02
H 8.911 -15.266 -4.673 0.25 -0.21 0.05
H 11.179 -17.785 0.352 -0.04 0.48 0.38
H 7.206 -29.538 -7.271 0.00 0.07 0.24
H 5.310 -23.553 4.915 0.19 -0.31 0.27
C 8.130 -21.439 -5.647 0.53 -0.20 -0.03
C 6.140 -29.336 -7.377 -0.20 -0.40 0.02
H 3.202 -27.467 -4.350 -0.20 -0.15 -0.23
C 2.431 -25.180 1.701 0.35 1.33 -0.42
C 12.252 -17.572 0.313 -0.44 -0.55 -0.26
H 16.680 -25.168 3.288 -0.15 -0.19 0.18
H 6.905 -25.980 -3.464 0.00 -0.23 -0.14
S 3.414 -21.810 -6.145 -0.80 -0.14 -0.49
H 6.620 -23.965 1.995 0.15 -0.24 -0.09
H 2.494 -22.207 -8.228 0.10 -0.09 0.01
H 1.654 -28.269 -3.919 -0.12 0.06 0.05
H 9.288 -20.185 3.071 0.11 0.02 0.04
C 5.319 -25.319 -5.354 -1.03 0.75 0.64
S 9.357 -20.111 -5.468 -1.56 -0.59 -1.22
C 5.753 -21.426 -1.032 -0.24 0.57 -1.05
H 7.921 -18.371 -6.196 0.39 0.26 0.09
H 8.237 -20.920 4.331 0.21 -0.04 0.01
H 4.694 -23.248 1.029 -0.04 0.33 -0.01
H 14.770 -23.147 5.850 0.22 -0.75 0.54
H 4.453 -15.689 -2.565 -0.30 0.43 0.03
H 7.437 -24.907 7.870 -0.16 -0.08 0.06
C 1.039 -22.697 -6.776 -0.37 -0.37 0.27
H 4.866 -24.739 -6.162 0.46 -0.17 -0.37
S 7.487 -24.193 5.567 -0.10 0.72 0.85
H 0.803 -26.447 2.182 0.08 -0.21 -0.01
H 3.161 -25.966 3.582 -0.15 0.29 0.01
H 6.258 -14.611 -5.677 -0.26 0.17 -0.15
H 4.240 -26.459 -7.727 0.05 -0.01 -0.31
O 7.820 -14.012 -2.355 0.10 -0.15 -0.83
C 0.138 -21.542 2.771 0.80 0.94 0.44
C 6.419 -18.845 4.336 -1.55 -0.96 0.77
H 5.374 -13.074 -5.331 -0.20 -0.29 -0.22
H 8.542 -24.605 -0.422 0.10 0.13 -0.20
H 8.402 -23.904 1.920 -0.02 -0.28 -0.19
H 6.825 -24.874 -0.504 -0.10 0.09 -0.16
H 7.194 -17.012 5.188 0.49 0.13 0.14
H 6.531 -28.639 -4.552 -0.14 -0.01 0.03
O 1.830 -25.228 -4.750 -0.52 0.01 0.01
C 15.538 -23.557 5.180 -0.48 1.06 -0.13
H 7.379 -19.739 -8.516 0.61 -0.26 -0.14
H 7.301 -21.153 -5.000 -0.16 -0.21 -0.06
C 6.221 -22.982 5.130 -0.81 -0.21 -0.44
O 5.817 -28.096 -4.906 -0.29 0.02 -0.08
H 1.884 -24.381 2.205 -0.17 -0.21 0.09
O 9.580 -19.272 6.131 -0.01 -0.10 -0.05
C 5.574 -22.121 -2.397 -1.37 -0.52 -0.44
C 2.391 -27.618 1.279 1.33 -0.08 -0.42
S 4.051 -27.256 1.998 -1.26 0.29 0.33
H 8.823 -17.065 -4.786 0.21 0.24 0.14
H 15.964 -22.602 4.851 0.38 -0.51 -0.70
C 7.278 -18.080 5.344 0.18 -1.24 -0.68
H 8.407 -25.693 -6.729 -0.02 0.18 -0.18
O 10.587 -20.558 -6.042 0.91 -0.16 0.04
H 0.432 -23.383 3.811 0.47 -0.11 0.27
H 8.815 -17.704 -2.642 0.15 -0.04 -0.03
C 4.394 -27.501 -7.450 -0.53 -0.06 0.11
H 7.809 -16.938 -1.391 0.05 -0.17 -0.08
H 5.530 -18.281 4.046 0.32 0.23 -0.39
O 4.397 -21.070 -6.898 0.26 0.24 0.22
C 8.532 -19.087 -6.742 -0.56 0.61 0.86
C 8.211 -20.993 -1.272 -0.62 -0.33 0.17
C 2.015 -20.788 -5.585 0.31 0.02 0.19
H -0.123 -20.926 -6.084 0.02 -0.27 0.34
C 3.246 -25.362 -2.470 -1.00 1.02 0.02
H 4.491 -12.498 -3.391 -0.53 -0.58 -0.20
C 7.216 -19.423 3.167 -0.74 1.41 -0.32
H 13.360 -20.849 0.537 0.15 0.02 -0.15
H 4.575 -20.116 0.268 0.23 -0.10 0.01
H 12.279 -19.087 -1.265 -0.15 -0.24 0.11
C 0.551 -22.321 4.031 -0.98 -0.05 -0.09
H 13.185 -25.475 1.418 -0.04 -0.01 -0.07
C 6.815 -20.382 -1.271 1.59 0.40 0.07
O 15.160 -18.857 1.619 0.21 0.30 -0.04
S 13.782 -18.990 2.004 -0.78 -0.36 -0.35
O 3.802 -22.610 -5.016 0.36 -0.05 0.16
H 2.895 -24.623 -1.742 -0.14 -0.51 0.39
H 3.927 -28.164 -8.182 0.08 0.20 -0.17
C 6.048 -23.163 7.548 -1.16 -0.55 0.63
H 2.526 -22.644 4.954 0.19 -0.06 -0.18
C 2.414 -27.563 -3.598 0.07 0.06 -0.61
O 3.835 -22.169 2.615 0.36 -0.27 -0.06
O 4.249 -28.114 3.136 0.33 -0.20 -0.11
C 6.810 -25.616 -8.142 -0.10 0.21 0.27
H 11.691 -24.578 1.059 0.08 -0.15 -0.08
H 5.370 -23.189 -2.287 0.08 0.05 0.01
H 7.638 -13.991 -1.409 -0.10 -0.15 -0.12
H 1.359 -20.799 1.045 0.02 0.22 0.12
C 5.109 -13.158 -2.787 1.94 1.24 0.78
H 8.306 -26.650 -4.258 0.08 0.04 -0.42
H 9.155 -16.050 -2.002 0.30 -0.07 -0.35
H 7.013 -18.395 6.347 0.19 0.30 0.21
H 12.068 -17.527 2.471 0.05 0.52 0.18
H 3.003 -23.717 -7.522 -0.43 -0.45 0.48
C 1.350 -21.519 1.857 0.45 -0.71 0.06
C 6.119 -13.788 -4.980 0.32 0.32 0.04
H -0.727 -21.944 2.258 -0.18 0.01 0.14
C 12.823 -18.839 -0.358 1.20 0.87 -0.53
N 6.875 -14.945 -2.892 -0.20 0.61 1.91
H 5.358 -16.375 -5.361 -0.16 -0.31 -0.01
H 2.252 -19.727 -5.601 0.17 -0.01 -0.25
H 11.904 -20.014 1.178 0.05 -0.35 -0.15
C 11.298 -23.220 3.178 0.40 1.34 0.48
O 0.550 -25.881 -2.693 -0.10 0.20 0.20
C 7.520 -25.901 -4.369 -0.36 -0.12 1.13
H 8.941 -20.196 -1.397 0.25 -0.13 0.06
H 8.137 -23.268 7.628 0.31 -0.37 -0.08
H 6.544 -19.740 -7.054 0.07 -0.20 0.14
H 8.572 -22.400 -5.396 0.09 0.13 0.59
H 5.172 -23.827 7.600 0.13 -0.07 -0.61
C 3.964 -26.617 -1.986 0.28 0.62 0.62
C 7.380 -22.920 0.255 -0.10 -0.15 -1.08
H 9.249 -18.536 -7.342 0.28 -0.27 -0.04
H 0.917 -26.271 0.461 0.22 0.33 -0.16
C 14.296 -25.664 4.856 0.24 -0.15 -0.01
O 3.044 -19.855 3.034 0.12 0.41 0.31
H 7.433 -24.231 -6.618 -0.17 -0.01 0.35
H 5.823 -25.155 -8.279 0.05 -0.03 0.19
C 0.854 -21.205 -6.474 0.09 0.22 -0.76
H 8.647 -21.832 -7.693 0.14 0.04 0.09
C 13.142 -26.372 4.188 -0.66 -0.73 -0.71
N 13.643 -23.621 3.657 -0.33 0.58 1.31
H 6.937 -22.036 -7.399 -0.08 -0.09 0.32
H 4.680 -21.706 -2.871 -0.04 -0.13 0.06
H 4.950 -21.753 6.333 0.06 0.20 0.01
H 1.521 -22.515 1.447 0.00 0.04 -0.19
C 12.666 -24.525 1.550 0.07 -0.06 -0.11
H 7.431 -18.548 2.540 0.36 -0.45 -0.31
H 12.750 -27.196 4.797 0.04 0.31 0.38
H 10.437 -23.497 2.583 -0.07 -0.10 -0.14
H 13.846 -21.725 3.646 0.03 0.06 -0.30
C 5.765 -14.295 -3.572 -1.09 -0.58 -0.50
C 7.375 -25.309 -6.766 0.70 -0.81 -0.26
H 5.941 -22.666 8.515 0.66 0.18 -0.05
H 7.953 -24.902 -4.267 0.09 -0.05 -0.39
H 2.652 -27.838 0.246 -0.22 -0.17 0.15
C 7.465 -16.193 -3.347 -0.49 -0.17 -1.27
```
Positions in Å, forces in eV/Å.